The following is a quantum chemistry calculation of the molecule C17H12ClNO3S2, from the Open Molecules 2025 dataset.

XYZ file:
```
36
Properties=species:S:1:pos:R:3
Cl -4.019 0.828 1.999
S 2.778 1.076 1.135
S 0.057 3.587 -1.046
O 4.039 1.563 0.655
O -1.286 -0.933 2.596
O 2.548 1.019 2.557
N -0.183 0.824 1.731
C 1.589 3.002 -0.542
C 1.938 -1.555 1.217
C -3.353 0.243 0.517
C 1.711 -2.915 -0.745
C 1.466 2.050 0.413
C -4.143 0.178 -0.620
C 2.201 -1.882 -1.531
C 0.112 1.769 0.757
C 1.582 -2.757 0.625
C -0.761 2.540 0.046
C -1.472 -0.571 -0.728
C 2.553 -0.678 -0.944
C -1.162 -0.124 1.708
C -2.258 -0.641 -1.864
C -3.591 -0.267 -1.808
C 2.416 -0.531 0.423
C -2.013 -0.126 0.473
H 1.851 -1.405 2.282
H 0.517 0.748 2.469
H -1.830 2.561 0.098
H 1.200 -3.561 1.234
H 2.304 -2.013 -2.598
H 2.939 0.145 -1.525
H 1.428 -3.850 -1.206
H -4.207 -0.322 -2.693
H -0.434 -0.868 -0.762
H -5.179 0.473 -0.567
H 2.496 3.384 -0.964
H -1.831 -0.989 -2.792
```

Orbital gap (Eh): 0.333
E_HOMO (eV): -9.0
Multiplicity: 1

Atomic partial charges in e from the natural (NBO) method, atoms 1 to 6:
1 Cl 0.03
2 S 2.20
3 S 0.49
4 O -0.92
5 O -0.57
6 O -0.95